Density functional theory data (ωB97M-V with the def2-TZVPD basis set) for a cluster of 7 separate species, C33H32N7O14 in total at a distorted geometry.

Last column: Löwdin charge in e.
Positions of all 86 atoms, in Å:
C -0.853733 6.482523 0.391523  -0.05
C -0.713733 -4.940477 2.843523  -0.14
H 2.218267 1.625523 -2.063477  0.03
C 1.968267 0.916523 -5.935477  0.03
C -3.870733 2.172523 5.535523  -0.02
C 1.802267 -2.364477 -3.400477  0.04
O -0.987733 -3.308477 6.955523  0.07
O 1.802267 -3.286477 -7.787477  -0.03
H 1.646267 -5.709477 -2.375477  0.02
H 5.787267 -1.314477 2.266523  0.04
H -3.724733 0.360523 1.967523  0.06
C 4.504267 -2.125477 -0.038477  -0.31
C -1.879733 7.508523 0.372523  -0.09
H 3.652267 -2.042477 -0.660477  0.11
C -0.626733 -4.134477 1.724523  -0.07
C -0.677733 -2.623477 2.004523  -0.03
O -7.231733 1.921523 2.788523  0.05
H -1.305733 -5.244477 4.997523  0.11
C 1.750267 -4.950477 -2.976477  -0.08
H -0.854733 -6.051477 2.624523  0.11
C -3.299733 7.174523 0.520523  0.05
H 1.881267 -6.286477 -5.052477  0.13
C 1.606267 -3.657477 -2.469477  -0.06
C -2.465733 1.182523 3.684523  -0.06
C 5.379267 -2.189477 2.201523  0.01
C 3.370267 1.572523 -3.915477  0.05
H -4.017733 7.928523 0.548523  0.06
H -6.110733 2.150523 5.136523  0.10
N -6.190733 1.381523 2.393523  -0.32
O 0.433267 -0.004477 -0.748477  -0.08
C -3.670733 0.857523 2.853523  0.04
H -2.967733 3.425523 0.819523  0.12
H 2.300267 -1.981477 2.125523  0.12
H 3.206267 -0.531477 2.370523  0.06
H 2.080267 -1.872477 -5.763477  0.11
H -0.690733 -4.267477 0.674523  0.07
C 3.261267 1.383523 -5.397477  -0.11
O 5.590267 -2.667477 -0.563477  -0.11
C 0.803267 0.671523 -5.042477  -0.09
H -0.882733 -0.958477 3.695523  0.07
C -0.811733 -4.537477 4.257523  0.02
C -2.581733 4.515523 0.718523  0.07
C -0.768733 -3.011477 4.685523  -0.05
C -2.529733 1.693523 5.011523  -0.04
N 4.316267 -1.896477 1.199523  -0.15
H -1.349733 1.135523 3.204523  0.13
C 2.137267 1.329523 -3.023477  0.00
H -0.534733 4.152523 0.670523  0.04
H 0.115267 6.837523 0.204523  0.06
H -1.780733 1.806523 5.675523  0.05
H 5.789267 -3.227477 1.911523  0.13
C -4.961733 1.455523 3.200523  -0.08
O -5.863733 6.171523 0.567523  0.01
H -0.105733 0.680523 -2.987477  0.12
C 1.825267 -5.240477 -4.498477  0.07
O -6.191733 0.563523 1.383523  0.01
O -1.177733 1.374523 -0.282477  -0.04
N 4.392267 1.607523 -6.305477  -0.38
O 4.075267 1.649523 -7.515477  0.04
H 2.446267 -0.970477 0.982523  0.00
H -1.729733 8.534523 0.501523  0.06
C -0.665733 -2.036477 3.404523  0.04
C -1.101733 4.999523 0.548523  0.02
C 0.809267 0.892523 -3.666477  -0.08
O 0.108267 0.634523 1.276523  -0.11
H -0.222733 0.481523 -5.202477  0.08
C 1.780267 -4.087477 -5.506477  -0.17
N -5.062733 5.188523 0.688523  -0.35
C -3.643733 5.616523 0.715523  -0.06
H 1.838267 0.941523 -6.961477  0.07
C -5.079733 1.931523 4.723523  0.05
H -3.960733 2.499523 6.438523  0.01
C 3.090267 -1.253477 1.665523  -0.02
N -0.807733 -2.521477 6.054523  -0.44
N -0.162733 0.750523 0.042523  -0.61
H -0.727733 -1.656477 1.312523  0.11
H 1.917267 -1.245477 -3.009477  0.09
O -0.691733 -1.354477 6.110523  0.09
O 5.385267 1.998523 -5.801477  0.10
O -5.408733 4.092523 1.075523  0.07
O 1.439267 -5.367477 -7.318477  0.08
H 5.095267 -2.713477 3.091523  0.08
C 1.862267 -2.699477 -4.935477  0.03
H 4.184267 2.061523 -3.400477  0.08
H 1.568267 -3.688477 -1.314477  0.11
N 1.728267 -4.291477 -6.899477  -0.34

Force components x, y, z for each atom (eV/Å):
-2.76 -3.00 0.27
-0.67 -1.45 1.33
0.12 0.57 3.14
0.39 1.01 4.47
-0.20 -4.86 -9.14
-0.22 -3.55 -1.98
0.04 -0.20 0.58
0.31 -2.75 4.11
-0.24 -4.18 3.10
4.05 4.25 1.05
0.89 -1.26 -2.58
5.32 -3.92 -4.49
-3.29 -4.39 1.22
-1.03 0.75 -0.85
-0.34 6.27 2.61
0.25 1.45 3.16
2.26 -0.39 -0.50
1.43 0.76 -0.92
-0.10 4.37 -7.83
0.29 1.52 0.62
3.72 -5.97 0.28
-0.20 2.16 1.88
1.54 2.34 -1.47
0.97 -0.08 -0.44
-3.24 -7.07 -2.30
-4.48 -0.80 -0.34
-1.28 0.74 0.07
1.46 -0.09 -0.72
-1.64 -3.14 -1.69
0.52 0.59 -0.67
-1.58 4.37 3.88
1.19 2.04 -0.21
1.84 0.42 -0.02
0.87 2.21 1.85
-0.76 -1.72 2.25
0.11 -1.28 -0.56
-3.69 -1.92 3.05
-3.87 2.21 2.06
2.54 1.46 0.75
0.78 -1.48 -1.05
-1.20 3.85 0.21
-0.37 4.33 -0.42
0.63 -3.47 -7.53
-6.64 0.59 -3.14
-1.26 0.55 4.29
-3.04 -0.58 0.92
0.10 -0.77 -7.95
2.45 -1.17 -0.18
1.41 0.08 0.07
2.95 0.35 1.49
1.15 2.43 -0.99
2.79 -0.25 5.14
1.32 -2.37 -0.48
1.81 0.57 -1.24
-0.43 2.02 -1.21
0.58 2.91 3.00
0.33 0.93 -0.68
-4.01 1.33 -1.52
1.35 -0.59 1.43
-2.31 2.21 -4.36
1.02 1.38 -0.46
-1.28 -3.83 1.64
-6.60 4.00 0.30
3.80 0.63 2.34
0.51 0.69 -0.15
-0.72 -0.61 -2.20
0.88 0.76 7.06
-1.32 3.33 2.17
3.99 0.68 -1.67
-0.14 -0.41 -1.85
1.84 0.56 -1.86
-0.57 1.94 5.45
0.00 -5.22 2.37
-0.57 -2.69 -2.18
-1.35 -2.34 1.75
0.28 -2.82 0.67
-0.44 -2.93 -0.91
0.36 3.43 1.36
2.49 0.09 0.27
0.55 0.12 -0.96
0.13 -1.84 0.18
-1.67 1.26 1.32
0.42 0.31 1.53
0.39 -0.32 -0.40
-0.12 0.97 -2.05
-0.74 3.86 -4.56

As for the charge: -1. The value obtained for the energy above the lowest of the compared OMol25 structures with the same formula, charge and spin is 25.7 kcal/mol. Its spin multiplicity is 1. The HOMO-LUMO gap is 7.11 eV. For the highest occupied orbital energy, the calculation gives -0.243 hartree. The total energy comes out at -73801.8715 eV.